16
Properties=species:S:1:pos:R:3 method="wB97M-V/def2-TZVPD" relative_energy_kj_mol=70.8 spin_multiplicity=1 homo_lumo_gap_ha=0.32004 lumo_energy_ev=0.6894 smiles="CN1CSN(C)C1=O" molar_mass_da=132.2 e_homo_ev=-8.02 total_charge=0
N -0.88253 0.37355 0.05802
N 1.35754 -0.32456 -0.36495
S 1.53065 1.29081 0.20800
H 2.63757 -1.19148 1.09263
C -2.32303 0.34296 0.13111
H -0.58836 2.41697 0.41073
H -2.62184 -0.62616 0.52850
C 2.34005 -1.29264 0.04277
H -0.28820 1.89067 -1.27751
H 1.90392 -2.28067 -0.10815
C -0.16502 -0.74921 0.01051
O -0.47366 -1.89239 0.13964
H -2.76968 0.47833 -0.85890
H -2.67259 1.13399 0.79653
C -0.20625 1.61184 -0.21834
H 3.22142 -1.18202 -0.59059

15
Properties=species:S:1:pos:R:3 method="wB97M-V/def2-TZVPD" relative_energy_kj_mol=142.6 spin_multiplicity=1 homo_lumo_gap_ha=0.33040 lumo_energy_ev=0.3540 molar_mass_da=116.2 e_homo_ev=-8.64 total_charge=0
C 0.35542 1.32816 0.83437
C 0.82739 0.06587 0.15977
H -3.15010 0.80837 -1.49451
S 2.40018 -0.11500 -0.36419
H 0.39949 -1.80322 -0.34950
C -2.23095 0.73097 -0.83247
N -0.05586 -1.00716 0.09031
H -2.05958 1.71857 -0.34891
H 0.06946 2.07753 0.04211
C -1.38668 -1.03117 0.47572
H -0.48948 1.21222 1.55183
H -1.33612 0.60400 -1.46990
N -2.35598 -0.32085 0.12067
H 1.17928 1.76516 1.37398
H -1.52412 -1.80946 1.22072

15
Properties=species:S:1:pos:R:3 method="wB97M-V/def2-TZVPD" relative_energy_kj_mol=503.6 spin_multiplicity=1 homo_lumo_gap_ha=0.28804 lumo_energy_ev=0.1586 molar_mass_da=116.2 e_homo_ev=-7.68 total_charge=0
C 0.78851 0.19585 0.55179
H -1.73710 -1.62551 -0.40008
N 0.17827 -1.72149 -0.97133
H -0.77197 0.66423 -0.71363
H 0.82846 -2.25062 -1.49392
S -1.20623 2.31912 0.99839
C -0.38678 0.97299 0.28201
H 1.72532 0.41240 1.30542
H 2.53801 -2.50715 0.25704
H 2.70364 -0.70438 0.39412
C 0.93062 -0.99019 -0.15898
H -1.90401 -1.88409 -2.43295
H -1.49192 -0.07031 -1.71854
N 2.22342 -1.52537 -0.05450
C -1.23277 -1.24740 -1.33997

15
Properties=species:S:1:pos:R:3 method="wB97M-V/def2-TZVPD" relative_energy_kj_mol=202.6 spin_multiplicity=1 homo_lumo_gap_ha=0.31585 lumo_energy_ev=0.6142 smiles="S=C1CCCNN1" molar_mass_da=116.2 e_homo_ev=-7.98 total_charge=0
C -1.44860 -0.19223 -0.11609
H -1.37330 1.92454 -0.53569
C -0.78650 1.16355 0.07947
H 1.49081 1.79438 -0.03148
H 2.33050 -0.38811 -0.02405
H 0.87046 -2.20469 0.42656
H 1.29580 -0.17372 1.30310
N 0.66258 -1.50081 -0.24130
C 0.72134 1.05131 -0.33276
C 1.31365 -0.29231 0.23629
H 0.86922 1.12158 -1.38229
H -1.23181 -2.23627 -0.36232
N -0.76049 -1.31635 -0.12470
H -0.80138 1.46917 1.12120
S -3.15229 -0.22003 -0.01595

15
Properties=species:S:1:pos:R:3 method="wB97M-V/def2-TZVPD" relative_energy_kj_mol=358.1 spin_multiplicity=1 homo_lumo_gap_ha=0.33602 lumo_energy_ev=0.7385 smiles="C[C@@H]1CN1C(N)=S" molar_mass_da=116.2 e_homo_ev=-8.40 total_charge=0
H 0.26048 -1.24620 1.12231
H 1.52050 1.69802 -0.29228
H -2.73941 1.41281 0.76880
H 1.36762 -0.46945 -1.80750
H 0.84455 -2.54978 -0.18442
C 1.03430 -0.41339 -0.67153
C 0.99025 -1.50296 0.35682
C 0.89310 0.91948 0.05341
N -0.17705 0.44696 -0.83274
S -2.12315 -1.27115 -0.24230
H 2.04785 -1.48622 1.10006
H -1.46328 2.22369 -0.44339
N -1.84087 1.34240 0.27013
H 0.79745 0.74644 1.15149
C -1.41233 0.14938 -0.34885

16
Properties=species:S:1:pos:R:3 method="wB97M-V/def2-TZVPD" relative_energy_kj_mol=90.9 spin_multiplicity=1 homo_lumo_gap_ha=0.30030 lumo_energy_ev=-0.7859 smiles="CNCC(=S)NC=S" molar_mass_da=148.3 e_homo_ev=-8.96 total_charge=0
H 1.09100 0.43206 0.53939
S 2.50922 0.88675 -1.85768
H 0.45585 -0.13235 2.49010
H -1.18785 0.42484 3.19714
H -1.11370 -0.95499 2.08877
H 0.08819 1.55896 -0.52630
H -1.75261 1.02839 0.95709
H 0.08052 -1.67346 -2.13464
C -0.62442 0.02785 2.33118
C 0.07963 0.71558 0.17191
S -1.93047 -1.09107 -0.51315
N 0.44437 -0.86214 -1.67298
H 1.56168 -0.67459 -3.34478
N -0.76070 1.01828 1.28706
C -0.43218 -0.44639 -0.68651
C 1.49146 -0.25771 -2.32662

18
Properties=species:S:1:pos:R:3 method="wB97M-V/def2-TZVPD" spin_multiplicity=3 s2=2.0065 homo_lumo_gap_ha="0.16990 / 0.24544" lumo_energy_ev="0.1196 / -2.3427" molar_mass_da=212.4 e_homo_ev="-4.50 / -9.02" total_charge=0
C -0.41274 -1.63854 3.66938
N -1.40565 -1.61825 -2.51292
S 0.04098 -2.15444 1.96188
C -1.12124 -0.75324 -3.25499
H -0.74553 1.57912 -2.47922
S -0.61346 0.33606 -4.37420
H 0.23761 -1.54709 4.47340
H -0.84120 -0.72517 3.52551
C 0.77660 -0.71386 1.54133
H -1.88079 2.27661 -3.55726
N 0.91187 0.37027 2.11328
S 2.13198 0.83673 -0.81517
C -0.91191 1.94784 -3.41720
H -0.04131 2.52917 -3.78569
S 1.89568 -1.05087 -0.28417
H 0.74382 -1.26467 -0.79863
H 1.35536 1.19902 1.57911
H -1.29029 -2.36001 3.91669

15
Properties=species:S:1:pos:R:3 method="wB97M-V/def2-TZVPD" relative_energy_kj_mol=227.8 spin_multiplicity=1 homo_lumo_gap_ha=0.33250 lumo_energy_ev=-3.9465 molar_mass_da=98.1 e_homo_ev=-12.99 total_charge=+1
H -1.58832 -1.37905 -0.60057
C 1.54294 -2.07345 -0.35233
C -0.57179 -1.44351 -0.48978
N -0.50915 2.54663 0.09413
N 0.09318 -0.38310 -0.06813
H -1.90210 1.04743 0.44965
N 0.26206 -2.50692 -0.64767
H 2.37006 -2.78207 -0.18731
H -1.18333 2.93301 -0.53219
H 2.05127 -0.04653 0.39948
H -0.47671 1.05533 1.57446
C 1.36836 -0.75878 0.00874
C -0.90278 1.40748 0.74712
H -0.08421 -3.49773 -0.67774
H 0.25611 3.13254 0.34170

15
Properties=species:S:1:pos:R:3 method="wB97M-V/def2-TZVPD" relative_energy_kj_mol=521.4 spin_multiplicity=1 homo_lumo_gap_ha="0.29081 / 0.29088" lumo_energy_ev="-5.3337 / -5.3331" molar_mass_da=98.1 e_homo_ev="-13.25 / -13.25" total_charge=+1
H 0.02328 -2.88876 -1.15616
H -0.44449 -1.25169 1.79985
C -0.62768 0.81711 1.40379
C -0.08247 -1.11968 -0.04351
H 0.14084 -3.05903 0.82864
C 0.37320 -2.53341 -0.13836
N -0.31589 1.97137 -0.63201
H 1.44863 -2.57530 -0.22608
H 1.15007 3.39153 -1.30162
H -0.29821 2.83889 -2.30228
N -0.42387 1.80732 0.59510
N -0.37586 -0.53828 1.09582
H 0.09834 -0.59026 -0.86494
H -0.85853 0.94098 2.38031
C 0.19264 2.78923 -1.43854

16
Properties=species:S:1:pos:R:3 method="wB97M-V/def2-TZVPD" relative_energy_kj_mol=682.1 spin_multiplicity=1 homo_lumo_gap_ha="0.19200 / 0.19325" lumo_energy_ev="-7.6861 / -7.6568" molar_mass_da=114.1 e_homo_ev="-12.91 / -12.92" total_charge=+1
C 0.13412 -1.85157 1.12304
H 1.99369 -1.24968 0.95977
H 2.35996 1.31819 -2.08684
C 0.43954 -0.03629 -0.03346
H -3.16864 1.59467 -0.64180
H -3.08385 2.21174 1.21585
C -3.26929 1.39493 0.50077
H 2.17324 -0.31947 -2.15198
H 0.42144 -2.70390 1.62134
O 0.97691 0.85127 -0.78866
H 3.03047 0.57110 -0.76838
N 1.10803 -1.06786 0.56781
N -1.00524 -1.32002 0.79145
H -3.46664 0.35150 0.99704
N -0.84309 -0.25079 0.10919
C 2.19936 0.50619 -1.41514

16
Properties=species:S:1:pos:R:3 method="wB97M-V/def2-TZVPD" relative_energy_kj_mol=466.1 spin_multiplicity=1 homo_lumo_gap_ha=0.29961 lumo_energy_ev=-4.4401 molar_mass_da=114.1 e_homo_ev=-12.59 total_charge=+1
H 0.41073 2.28838 -2.32956
H 2.21692 0.83627 0.55154
C 1.48216 0.18767 1.22423
O -0.05388 -2.18945 -0.18901
H -2.50981 -2.32435 -0.56931
H 0.61930 0.70156 1.67565
C -0.35769 0.13938 -0.45827
N -0.41320 1.08862 -1.18551
H -1.30560 2.94625 -1.84120
H 0.78928 -1.42104 1.93946
N 1.61241 -1.05638 1.47699
C -0.79223 -1.24139 -0.44064
H -2.63241 -0.75804 -1.33412
H 2.20555 -1.67875 0.81608
N -2.16514 -1.32782 -0.65809
C -0.48861 2.18237 -1.76451

16
Properties=species:S:1:pos:R:3 method="wB97M-V/def2-TZVPD" relative_energy_kj_mol=501.5 spin_multiplicity=1 homo_lumo_gap_ha=0.32506 lumo_energy_ev=-5.2674 molar_mass_da=114.1 e_homo_ev=-14.11 total_charge=+1
C 1.36289 0.33943 -0.38941
N 1.44144 2.19477 0.86559
C 0.06619 -1.44987 0.44168
H -1.05853 -0.02514 -1.70656
H 2.13721 2.98342 0.90771
H 1.86301 -0.37220 -1.05142
H 1.15860 -1.92454 0.30695
N 1.97524 1.37273 -0.12672
C -1.07760 0.49101 -0.66134
H -0.56500 -2.01193 -0.27799
H -2.10242 0.21438 -0.27063
N 0.11519 -0.03087 0.10244
H -1.13755 1.59525 -0.80099
H -0.38777 -1.57699 1.41362
O -0.43569 1.99144 2.40391
C 0.34948 2.07602 1.55969

16
Properties=species:S:1:pos:R:3 method="wB97M-V/def2-TZVPD" relative_energy_kj_mol=635.7 spin_multiplicity=1 homo_lumo_gap_ha=0.30374 lumo_energy_ev=-5.1450 molar_mass_da=114.1 e_homo_ev=-13.41 total_charge=+1
H 0.39958 -2.14081 0.57875
N -0.96846 -0.54397 -0.07509
N 1.59876 0.31713 -0.07678
C 1.12839 -0.12929 1.18225
H 1.51391 0.58154 -2.13871
C -0.44840 0.36425 -1.10878
C 0.98218 0.40020 -1.16754
N -1.12173 1.95088 -0.39621
H -1.54212 0.05434 0.48166
C -0.06615 -1.21956 0.92391
H 1.88699 -0.80061 1.57654
H -0.49035 -1.35605 2.00944
H -1.08470 0.37174 -1.99980
H -1.51109 -1.37189 -0.54332
O -1.26099 2.82313 -1.16078
H 0.98419 0.69897 1.91447

16
Properties=species:S:1:pos:R:3 method="wB97M-V/def2-TZVPD" relative_energy_kj_mol=728.7 spin_multiplicity=1 homo_lumo_gap_ha=0.23011 lumo_energy_ev=-6.3396 molar_mass_da=114.1 e_homo_ev=-12.60 total_charge=+1
O 0.85854 -0.25063 -0.49030
H 2.68295 -1.66797 -0.78997
N -1.50608 0.37691 -1.21567
H 0.25694 2.57567 -0.47278
C 2.10273 0.25836 -0.48880
H -2.50571 -0.92701 1.58259
H -0.96476 2.19363 0.94385
C -0.38850 0.55012 -0.38500
C -0.10222 1.86759 0.34198
N 2.93919 -0.69581 -0.64563
H -2.96976 -1.64596 -0.01329
H -1.57795 -2.27588 0.92049
H 0.83489 1.62465 1.03146
H 3.92192 -0.43786 -0.69067
N -1.47875 -0.27096 -0.19143
C -2.10344 -1.27484 0.56318

17
Properties=species:S:1:pos:R:3 method="wB97M-V/def2-TZVPD" relative_energy_kj_mol=155.6 spin_multiplicity=1 homo_lumo_gap_ha=0.19191 lumo_energy_ev=3.2825 molar_mass_da=130.1 e_homo_ev=-1.94 total_charge=-1
C 3.78236 -0.23725 0.16221
N 0.90743 1.75672 -0.13059
H 1.54341 1.75211 -0.92811
N -0.20227 0.88275 -0.48197
O 4.03245 -0.08258 -0.96208
H -0.30278 -2.47657 -0.37444
C 0.11845 -0.46124 -0.45483
C -0.71839 -1.47269 -0.24885
H -1.49088 2.39166 -0.26538
H -1.31149 1.51817 1.11825
C -2.21580 -1.49382 0.06608
H -2.81335 -1.20878 -0.80570
N -1.40091 1.44343 0.09925
H -2.46493 -0.79446 0.86733
H 1.43261 1.34909 0.65354
H -2.53170 -2.49589 0.37740
O 3.63578 -0.37064 1.30788